No. 1
51
Properties=species:S:1:pos:R:3 method="wB97M-V/def2-TZVPD" lumo_energy_ev=-8.4 charge=+2 spin_multiplicity=1 e_above_lowest_kj_mol=308.5 homo_lumo_gap_ev=6.13
Mg 0.1544 -0.1290 -0.6541
F 0.3056 -2.3727 0.6552
C 0.9000 -3.5960 0.5596
C 1.7771 -3.9148 1.5047
F 2.0016 -3.0539 2.4726
C 2.4621 -5.2025 1.5109
C 1.9657 -6.1478 0.5151
C 1.0695 -5.8088 -0.4205
F 0.7333 -6.6994 -1.3348
C 0.5105 -4.4793 -0.5119
C -0.3037 -4.0961 -1.5410
C -0.5792 -2.7043 -1.7134
N -0.6270 -1.5587 -1.8271
C -0.8324 -4.9405 -2.5772
N -1.3382 -5.5451 -3.4146
F 2.4763 -7.3536 0.4918
C 3.5092 -5.4497 2.3193
C 4.1940 -6.7136 2.3874
N 4.7287 -7.7257 2.4889
C 4.1047 -4.4276 3.1512
N 4.6337 -3.6127 3.7637
N 5.4714 -2.4412 1.9783
C 4.4129 -2.6266 1.1792
O 3.7306 -3.6432 1.1524
C 4.0249 -1.5025 0.2407
C 4.7837 -1.1049 -0.8491
C 4.2332 -0.2401 -1.7894
C 2.9304 0.1720 -1.6305
N 2.1853 -0.1939 -0.5590
C 2.7509 -1.0022 0.3604
H 5.7307 -3.1720 2.6235
H 5.9652 -1.5664 2.0166
H 5.7956 -1.4747 -0.9752
H 4.7996 0.0887 -2.6500
H 2.4573 0.8087 -2.3667
H 2.1488 -1.2820 1.2174
O -1.6262 -0.0685 1.8901
N -1.2079 0.3893 0.9145
Br -5.5687 5.4378 -0.1060
C -3.9976 4.8088 -0.8848
C -3.4260 5.4921 -1.9606
N -2.2719 5.1463 -2.5494
C -1.6665 4.0616 -2.0942
C -2.1952 3.2890 -1.0532
C -3.3865 3.6787 -0.4212
C -1.4666 2.1352 -0.6627
O -0.5106 1.6216 -1.2545
O -1.9327 1.5637 0.5428
H -3.9293 6.3615 -2.3680
H -0.7211 3.7944 -2.5542
H -3.8239 3.1086 0.3887


No. 2
106
Properties=species:S:1:pos:R:3 method="wB97M-V/def2-TZVPD" lumo_energy_ev="-0.9 / -0.9" spin_multiplicity=1 homo_lumo_gap_ev="6.56 / 6.56"
Ru -0.8027 -1.2778 0.5575
C -2.4891 1.8351 1.1628
Si -2.4183 0.4269 -0.0760
C -1.9677 1.0651 -1.7979
C -4.1731 -0.2002 -0.2482
C -5.2889 0.6373 -0.3472
C -6.5581 0.1044 -0.5111
C -6.7237 -1.2758 -0.5868
C -5.6193 -2.1099 -0.5054
C -4.3367 -1.5793 -0.3325
Si -2.7428 -2.5848 -0.4065
C -2.5727 -2.9980 -2.2385
C -3.0955 -4.2626 0.3813
H -2.7066 2.7695 0.6373
H -1.5667 1.9764 1.7266
H -3.3006 1.6307 1.8606
H -2.3304 2.0975 -1.8758
H -2.5022 0.4721 -2.5462
H -0.9073 1.0517 -2.0302
H -5.1711 1.7160 -0.2837
H -7.4203 0.7579 -0.5767
H -7.7151 -1.6960 -0.7091
H -5.7675 -3.1835 -0.5768
H -3.5530 -3.3695 -2.5584
H -1.8383 -3.7824 -2.4330
H -2.3428 -2.1263 -2.8595
H -4.1368 -4.5020 0.1398
H -2.9978 -4.2933 1.4677
H -2.4708 -5.0458 -0.0557
C 0.5235 5.1314 -3.4957
C 1.5714 5.3461 -2.4390
C 2.1874 6.5813 -2.2692
C 3.1346 6.7885 -1.2774
C 3.4911 5.7417 -0.4401
C 2.9056 4.4971 -0.6056
C 1.9452 4.3016 -1.5908
N 1.3375 3.0311 -1.7809
C 1.1289 2.0872 -0.7795
N 1.3492 0.7666 -1.2034
C 2.0250 -0.1049 -0.2735
C 1.3053 -0.9321 0.5872
C 2.0718 -1.7768 1.4038
C 3.4560 -1.7708 1.3981
C 4.1372 -0.9383 0.5225
C 3.4295 -0.1023 -0.3270
C 4.1716 0.7852 -1.2948
N 0.7321 2.2744 0.4094
C 0.4129 3.5484 0.9213
C -0.5353 4.3636 0.3002
C -0.8747 5.5911 0.8396
C -0.2717 6.0150 2.0185
C 0.6498 5.1925 2.6450
C 1.0018 3.9508 2.1200
C 1.9964 3.0722 2.8351
H 0.2572 6.0749 -3.9711
H -0.3784 4.6891 -3.0643
H 0.8698 4.4536 -4.2824
H 1.9002 7.4019 -2.9174
H 3.5871 7.7649 -1.1557
H 4.2249 5.8899 0.3421
H 3.1706 3.6740 0.0504
H 1.4340 2.6566 -2.7114
H 1.8240 0.7588 -2.0951
H 1.5801 -2.4757 2.0587
H 4.0026 -2.4290 2.0645
H 5.2211 -0.9401 0.4885
H 5.2453 0.6238 -1.2060
H 3.9773 1.8471 -1.1218
H 3.9040 0.5752 -2.3362
H -1.0013 4.0139 -0.6147
H -1.6103 6.2140 0.3450
H -0.5247 6.9753 2.4495
H 1.1165 5.5167 3.5694
H 2.9057 3.6291 3.0774
H 2.2650 2.2031 2.2350
H 1.5778 2.7033 3.7743
F -2.5467 -0.3814 2.7395
C -1.6194 -1.3393 2.4246
F -2.3017 -2.5460 2.6515
C -0.6517 -1.2759 3.6356
F 0.0662 -2.4113 3.7408
F -1.3287 -1.1511 4.7769
F 0.1856 -0.2425 3.5431
C 1.4935 -6.1014 1.8539
C 0.1760 -5.4765 2.2665
N -0.1280 -4.3610 1.3891
C 0.4101 -4.1228 0.1714
N 0.0796 -3.0199 -0.4465
C 0.6538 -2.7079 -1.7550
C 1.9921 -3.3905 -1.9609
C 1.8203 -4.8669 -1.6653
N 1.3035 -5.0277 -0.3163
C 1.4829 -6.3076 0.3517
H 1.6401 -7.0492 2.3711
H 2.3206 -5.4369 2.1131
H 0.2211 -5.1043 3.2905
H -0.6233 -6.2244 2.2208
H -0.8059 -3.6812 1.7020
H 0.7768 -1.6278 -1.8181
H -0.0404 -2.9903 -2.5486
H 2.7359 -2.9600 -1.2838
H 2.3346 -3.2485 -2.9874
H 2.7713 -5.3978 -1.7212
H 1.1438 -5.3244 -2.3984
H 2.4300 -6.7245 0.0095
H 0.6933 -7.0153 0.0688


| no. | DFT total energy (eV) |
| --- | --- |
| 1 | -131480.30565 |
| 2 | -84211.38025 |